{"formula": "C7H20BrLiO3", "method": "ωB97M-V with the def2-TZVPD basis set", "e_homo_ev": -7.78, "de_lowest_kj_mol": 23.7, "gap_ev": 7.9, "spin_multiplicity": 1, "lumo_energy_ev": 0.111, "symbols": ["Li", "Br", "C", "C", "C", "O", "H", "H", "H", "H", "H", "H", "H", "H", "C", "C", "O", "H", "H", "H", "H", "H", "H", "C", "C", "O", "H", "H", "H", "H", "H", "H"], "positions_angstrom": [[-0.30146, 0.31951, -0.21788], [-1.90794, 1.70550, -1.27187], [-2.52438, -2.97711, -1.47636], [-1.04348, -2.69297, -1.22244], [-0.31252, -2.11290, -2.42701], [-0.87809, -1.74172, -0.17809], [-2.61551, -3.53093, -2.41550], [-3.17646, -2.11100, -1.59638], [-2.95694, -3.60152, -0.69024], [-0.57668, -3.65664, -0.98679], [-0.44447, -2.67661, -3.35290], [0.76878, -2.13955, -2.26158], [-0.59708, -1.07860, -2.62964], [-1.40893, -2.02747, 0.57452], [3.17272, 1.15684, 0.75867], [2.23795, 1.63826, -0.35417], [1.58753, 0.48777, -0.92841], [3.75099, 1.96837, 1.21623], [3.92221, 0.46388, 0.37470], [2.60399, 0.71205, 1.57209], [2.81925, 2.16668, -1.11030], [1.53684, 2.34549, 0.08303], [2.13296, 0.23211, -1.67448], [-0.53811, 2.85350, 2.09049], [-1.02073, 1.43269, 2.34237], [-0.14711, 0.43050, 1.79598], [0.48742, 3.02549, 2.44155], [-1.15472, 3.55733, 2.65329], [-0.51950, 3.18148, 1.05076], [-1.99653, 1.26984, 1.87778], [-1.20686, 1.36620, 3.41814], [0.30684, 0.03352, 2.54444]], "atomic_forces_ev_per_a": [[0.0, -0.4, -0.2], [0.1, -0.1, 0.1], [-0.2, -0.3, -0.4], [-0.5, 0.1, -1.1], [0.4, 0.0, -0.3], [0.3, -0.1, 0.5], [0.0, -0.2, 0.1], [0.4, 0.3, 0.1], [0.1, 0.0, 0.1], [0.1, 0.1, 0.3], [-0.4, -0.2, 0.2], [0.0, 0.1, 0.2], [-0.2, 0.0, 0.1], [0.1, 0.2, 0.0], [0.3, 0.5, 0.1], [1.0, -0.3, 0.8], [-0.1, 0.7, 0.2], [-0.2, 0.2, -0.2], [-0.2, -0.2, 0.0], [0.0, -0.3, -0.1], [-0.2, 0.0, -0.1], [-0.5, -0.2, -0.3], [-0.3, -0.3, -0.1], [0.6, 0.4, 0.0], [-0.9, 1.0, -0.3], [0.0, 0.1, 0.7], [-0.1, -0.3, 0.2], [-0.1, -0.1, -0.1], [-0.4, -0.4, -0.1], [0.1, 0.2, -0.1], [0.5, -0.7, 0.0], [0.2, -0.2, -0.3]], "mulliken_charge": [0.3516, -0.7365, -1.3907, 0.6929, -1.2726, -0.3261, 0.3683, 0.3279, 0.4025, 0.1223, 0.4196, 0.2343, 0.3037, 0.2241, -0.9620, -0.0454, -0.3529, 0.3726, 0.3302, 0.1383, 0.4122, 0.0264, 0.2251, -1.0124, -0.2752, -0.3463, 0.2933, 0.3867, 0.2213, 0.2819, 0.3883, 0.1964]}

=====

{"formula": "C3H3ClN2O", "method": "ωB97M-V with the def2-TZVPD basis set", "e_homo_ev": -9.91, "de_lowest_kj_mol": 286.8, "gap_ev": 10.3, "spin_multiplicity": 1, "lumo_energy_ev": 0.413, "symbols": ["C", "C", "C", "N", "N", "O", "Cl", "H", "H", "H"], "positions_angstrom": [[1.06762, -1.80293, -0.11443], [-0.97247, 0.14449, -0.99080], [0.60173, -0.66757, 0.74721], [-1.90793, 0.68317, -1.35315], [1.18883, 0.43788, 0.83898], [2.00853, -2.46909, 0.17784], [-0.80384, -1.08052, 1.76658], [0.30345, -1.94430, -0.89522], [-2.84363, 0.91696, -1.51336], [1.00971, 1.11700, 1.69450]], "atomic_forces_ev_per_a": [[-1.4, 0.1, 0.3], [1.8, -1.3, -0.2], [1.0, 2.5, 2.0], [-1.7, 0.9, -0.5], [0.5, 0.5, 2.1], [0.3, -0.1, -0.4], [0.2, -0.4, 0.0], [0.6, -0.6, -0.6], [-0.9, 0.5, -0.3], [-0.3, -2.0, -2.4]], "mulliken_charge": [0.0345, -0.2681, 0.5486, 0.0155, -0.5576, -0.4057, -0.1853, 0.2360, 0.2885, 0.2937]}

=====

{"formula": "C17H52F6O9P", "method": "ωB97M-V with the def2-TZVPD basis set", "e_homo_ev": -7.28, "de_lowest_kj_mol": 0.0, "gap_ev": 9.8, "total_charge": -1, "spin_multiplicity": 1, "lumo_energy_ev": 2.564, "symbols": ["P", "F", "F", "F", "F", "F", "F", "C", "O", "H", "H", "H", "H", "C", "O", "H", "H", "H", "H", "C", "C", "C", "O", "H", "H", "H", "H", "H", "H", "H", "H", "C", "C", "C", "O", "H", "H", "H", "H", "H", "H", "H", "H", "C", "C", "C", "O", "H", "H", "H", "H", "H", "H", "H", "H", "C", "C", "C", "O", "H", "H", "H", "H", "H", "H", "H", "H", "C", "C", "C", "O", "H", "H", "H", "H", "H", "H", "H", "H", "O", "H", "H", "O", "H", "H"], "positions_angstrom": [[-5.28698, -2.35850, 18.56778], [-5.10372, -3.98158, 18.59401], [-6.78933, -2.48213, 19.08576], [-4.83912, -2.29738, 20.12589], [-5.56933, -0.76109, 18.71052], [-3.75933, -1.98141, 18.08630], [-5.82403, -2.20516, 17.05907], [-8.31539, 0.42394, 19.80954], [-7.09571, 0.24923, 20.44702], [-8.53428, 1.48240, 19.95047], [-8.20481, 0.20837, 18.74681], [-9.09649, -0.14136, 20.31791], [-6.40768, -0.02721, 19.83726], [-5.60409, 0.61929, 15.47102], [-5.23386, -0.64660, 15.00636], [-6.14376, 1.19947, 14.72252], [-6.17640, 0.55519, 16.39647], [-4.76309, 1.23225, 15.79520], [-5.23103, -1.25019, 15.75286], [0.18956, -2.89378, 16.04217], [0.71288, -2.20573, 17.28038], [0.11041, -2.83291, 18.54765], [2.13268, -2.26065, 17.36133], [-0.76446, -2.41778, 15.81557], [0.02173, -3.96106, 16.18656], [0.83469, -2.60253, 15.21328], [0.41632, -1.15686, 17.28699], [0.20844, -3.91757, 18.59205], [-0.97089, -2.70358, 18.50107], [0.48984, -2.37925, 19.46326], [2.40100, -1.47963, 17.85084], [-7.17263, -6.09521, 20.65107], [-6.17830, -7.14124, 20.13667], [-5.35241, -7.68191, 21.28362], [-6.91067, -8.18383, 19.63400], [-6.71644, -5.14410, 20.92562], [-7.75760, -6.46825, 21.49176], [-7.85490, -5.87208, 19.83082], [-5.59346, -6.63860, 19.36635], [-5.89611, -8.29276, 22.00427], [-4.87688, -6.84420, 21.79375], [-4.57419, -8.30747, 20.84640], [-7.48389, -7.89475, 18.92024], [-1.36473, -3.64739, 21.44599], [-2.47264, -4.50426, 20.89309], [-2.08720, -5.98780, 21.09295], [-3.65853, -4.11905, 21.53190], [-1.31647, -2.57575, 21.25265], [-0.41689, -3.93934, 20.99382], [-1.26538, -3.83843, 22.51450], [-2.67567, -4.35928, 19.83203], [-1.07684, -6.18070, 20.73232], [-2.78371, -6.59113, 20.51074], [-2.20057, -6.29050, 22.13392], [-4.09876, -3.38637, 21.09488], [-3.62874, 1.35843, 20.48885], [-2.53395, 0.58284, 19.73609], [-2.39960, 0.94223, 18.24148], [-1.30241, 0.68517, 20.41667], [-3.35514, 2.39856, 20.66592], [-3.77690, 1.00656, 21.50980], [-4.59647, 1.32622, 19.98829], [-2.72174, -0.48444, 19.85332], [-1.69396, 0.22572, 17.82101], [-1.83728, 1.86298, 18.08624], [-3.33244, 0.80912, 17.69358], [-1.46492, 0.31472, 21.28728], [-9.84469, -1.42271, 15.41022], [-9.13742, -2.70929, 15.76506], [-10.03456, -3.71325, 16.42982], [-8.78459, -3.32363, 14.51494], [-10.07106, -0.81302, 16.28494], [-10.79174, -1.58705, 14.89625], [-9.17319, -0.79032, 14.82947], [-8.27123, -2.44948, 16.37360], [-9.65291, -4.72244, 16.58464], [-10.93444, -3.77123, 15.81748], [-10.39714, -3.26285, 17.35381], [-8.19390, -2.70479, 14.07939], [-8.85153, -3.28844, 20.98771], [-8.28962, -3.48039, 21.73846], [-8.27183, -2.86126, 20.35707], [-6.95968, -4.97653, 16.48719], [-6.71380, -4.23806, 17.04435], [-7.49650, -4.58780, 15.79657]], "atomic_forces_ev_per_a": [[0.7, 1.1, 1.5], [0.1, 1.6, -1.0], [-1.3, -1.3, -0.2], [0.6, 0.0, 0.0], [1.0, 1.3, -0.8], [-1.1, -1.3, 0.2], [0.2, -1.4, -0.3], [0.3, 0.8, 0.1], [0.7, -0.1, 1.4], [-0.6, 0.2, -0.4], [-0.5, -0.2, -0.1], [-0.1, -0.3, -0.3], [-0.3, -0.2, 0.0], [0.1, 0.5, 0.9], [0.1, 0.1, -0.7], [-0.1, -0.3, -0.1], [-0.6, -0.1, -0.1], [0.5, 0.0, -0.3], [0.1, 0.0, 0.0], [-0.1, 1.0, -0.1], [-0.4, -0.6, 1.4], [-0.6, 0.1, -0.5], [0.4, 0.0, -0.4], [-0.3, -0.3, 0.0], [0.4, 0.0, -0.3], [0.1, -0.6, -0.1], [-0.1, 0.2, -0.3], [0.6, -0.1, -0.1], [-0.2, 0.3, 0.2], [0.0, 0.0, -0.1], [0.2, -0.1, 0.1], [0.0, 0.3, -0.3], [-0.7, 1.8, 1.7], [0.9, 0.1, -0.6], [-0.7, -2.2, -1.0], [0.2, -0.1, 0.1], [0.0, -0.1, 0.0], [-0.2, 0.1, 0.0], [0.5, -0.2, 0.0], [-0.4, 0.2, -0.2], [0.1, -0.1, 0.1], [0.2, -0.1, 0.2], [0.0, 0.2, -0.1], [1.7, 0.0, -0.3], [0.2, 0.5, -0.3], [-1.2, 0.4, -0.2], [-0.7, -1.4, 1.5], [-1.0, 0.2, 0.0], [0.2, -0.4, 0.1], [-0.2, 0.1, 0.1], [0.6, 0.1, -0.4], [0.0, 0.1, 0.1], [0.1, -0.2, 0.0], [0.2, 0.1, 0.1], [0.2, -0.1, -0.3], [0.2, 0.3, 0.0], [-1.2, -0.4, 0.1], [1.2, -0.9, 0.9], [1.2, 0.9, 0.0], [0.2, 0.2, -0.5], [0.0, -0.6, 0.0], [0.1, 0.0, 0.0], [-0.9, -0.1, -0.7], [-0.1, -0.4, -0.1], [-0.7, 0.6, 0.1], [0.0, 0.5, 0.2], [0.2, 0.0, 0.1], [-0.2, 0.7, 0.7], [-0.5, -0.2, -0.7], [-1.1, 0.6, 0.4], [0.7, -0.2, 0.2], [0.0, -0.1, 0.3], [0.2, -0.1, -0.2], [-0.1, -0.1, -0.3], [0.3, -0.3, 0.0], [0.3, 0.3, 0.1], [-0.1, -0.3, -0.2], [0.2, -0.3, 0.4], [0.2, 0.0, -0.3], [-0.5, 0.0, 0.1], [0.2, 0.0, 0.1], [0.3, 0.1, -0.2], [0.0, -0.5, 0.1], [0.1, 0.1, 0.2], [-0.2, 0.1, -0.4]], "mulliken_charge": [1.5465, -0.4373, -0.1676, -0.5712, -0.5786, -0.4798, -0.0908, -0.5727, -0.5605, 0.2845, 0.1338, 0.2205, 0.3782, -0.4021, -0.6505, 0.3560, -0.0305, 0.2335, 0.4913, -1.2361, 0.4350, -0.8012, -0.5953, 0.2957, 0.2947, 0.3746, 0.1244, 0.3734, 0.0659, 0.3278, 0.3399, -1.0144, 1.0564, -1.4356, -0.5981, -0.0287, 0.3919, 0.3361, -0.0698, 0.4048, 0.2698, 0.3391, 0.3537, -1.1934, 1.2926, -1.6236, -0.6466, 0.0284, 0.3377, 0.3960, -0.0937, 0.4088, 0.2670, 0.3870, 0.5412, -1.4382, 1.6725, -0.8049, -0.6579, 0.4011, 0.3713, 0.1683, -0.5221, -0.0707, 0.4556, 0.0203, 0.3924, -1.4381, 1.0670, -1.3475, -0.6103, 0.3564, 0.3464, 0.3437, -0.2062, 0.3175, 0.3828, 0.3495, 0.3811, -0.7147, 0.3252, 0.3409, -0.7593, 0.2777, 0.3916]}